[1]
ORCA calculation (the ωB97M-V functional and the def2-TZVPD basis) on an isolated molecule of C16H17F2N3O4S at a distorted geometry.

Cartesian coordinates (Å):
C  -3.02561  -3.17198  -0.57521
C  -2.01543  -2.18169  -1.01704
C  -0.67310  -2.08102  -0.79318
C  -0.31128  -0.90501  -1.49908
N  -1.35683  -0.36798  -2.08386
O  -2.41753  -1.15632  -1.78622
N  0.92804  -0.31654  -1.63371
C  2.08184  -0.76643  -1.05951
O  2.14902  -1.73904  -0.34976
C  3.30227  0.07255  -1.42778
C  4.56797  -0.48082  -0.79922
H  5.40036  0.20289  -0.94924
H  4.80880  -1.43722  -1.25764
H  4.41626  -0.65393  0.26385
H  3.39159  0.09796  -2.51861
S  3.02596  1.84350  -1.02032
C  3.10338  1.84893  0.79690
C  2.01288  1.01385  1.45204
O  2.25888  0.22344  2.33061
N  0.78044  1.29661  0.95403
C  -0.44287  0.71014  1.26724
C  -0.58566  -0.35972  2.14043
C  -1.84114  -0.88778  2.38767
C  -2.95794  -0.36669  1.76192
C  -2.83156  0.69423  0.87630
C  -1.58358  1.23533  0.63977
O  -1.35648  2.30212  -0.23434
C  -2.37274  3.15119  -0.48459
F  -1.83616  4.31686  -0.88414
F  -3.16036  2.73663  -1.50199
H  -3.02927  3.34694  0.38567
H  -3.70001  1.07246  0.36017
H  -3.93682  -0.77827  1.95391
H  -1.94081  -1.71690  3.07060
H  0.29111  -0.76679  2.61519
H  0.72280  2.00428  0.22998
H  4.08267  1.50242  1.12381
H  2.98477  2.89783  1.07392
H  0.93910  0.52569  -2.19475
H  -0.02890  -2.71749  -0.22856
H  -3.57117  -2.78853  0.28579
H  -2.53511  -4.09905  -0.29508
H  -3.73780  -3.35668  -1.37593

Calculated values
SMILES: Cc1cc(NC(=O)[C@H](C)SCC(=O)Nc2ccccc2OC(F)F)no1
Electronic energy: -45798.8008 eV
Gap between HOMO and LUMO: 0.3318 Ha
Spin multiplicity: 1

Löwdin atomic charge list, values in e, 2 entries:
1. C 0.0072
2. C -0.3134

---

[2]
ORCA calculation (the ωB97M-V functional and the def2-TZVPD basis) on the ion C16H17F4N2O with charge +1 at a distorted geometry.

Cartesian coordinates (Å):
C  3.00686  -1.33770  2.45584
C  3.12731  -1.63756  0.88540
C  2.19835  -0.58791  0.16507
C  2.63650  0.76661  -0.16835
N  1.79967  1.72784  -0.79983
C  2.21600  3.09163  -1.12261
F  1.15054  3.97453  -0.94474
F  2.57658  3.22008  -2.46098
C  3.41572  3.65076  -0.25691
F  3.38003  5.04271  -0.41045
F  3.28936  3.40826  1.09996
C  0.48342  1.40495  -1.12520
C  -0.07308  0.07342  -0.83068
C  -1.49628  -0.19834  -1.16221
C  -2.14298  -1.49592  -0.86663
C  -3.65309  -1.64347  -1.22556
C  -4.54320  -0.41354  -0.76645
C  -4.11738  0.20932  0.61859
N  -3.98865  -0.53169  1.86366
O  -3.84473  1.39758  0.65623
C  -1.27777  -2.54844  -0.24886
C  0.14366  -2.28710  0.08742
C  0.77954  -0.97125  -0.17149
H  3.91224  -1.78783  2.96198
H  2.97399  -0.22122  2.61219
H  2.04442  -1.78239  2.83862
H  4.18363  -1.61069  0.50684
H  2.71736  -2.67179  0.68837
H  3.69022  1.03114  0.11791
H  4.42539  3.33868  -0.66253
H  -0.20093  2.14568  -1.62424
H  -2.11159  0.61209  -1.64066
H  -3.72402  -1.68082  -2.35765
H  -4.13193  -2.59248  -0.86068
H  -5.63941  -0.65511  -0.71074
H  -4.40415  0.41058  -1.52766
H  -4.73219  -1.23047  1.94332
H  -3.06068  -0.96121  1.91658
H  -1.74036  -3.55562  -0.04648
H  0.73166  -3.10328  0.57364

Calculated values
SMILES: CCc1c[n+](C(F)(F)C(F)F)cc2cc(CCC(N)=O)ccc12
Electronic energy: -32756.5423 eV
Gap between HOMO and LUMO: 0.2711 Ha
Spin multiplicity: 1
Total charge: +1

Löwdin atomic charge list, values in e, 2 entries:
1. C -0.0785
2. C -0.1746

---

[3]
ORCA calculation (the ωB97M-V functional and the def2-TZVPD basis) on a structure of composition C16H17F6IN2OPt at a distorted geometry.

Cartesian coordinates (Å):
C  2.00352  0.70287  4.23551
C  2.00062  -0.78134  4.28059
H  3.03618  1.12762  4.36756
H  1.22405  1.17258  4.89511
H  1.72154  1.07772  3.23919
H  2.12635  -1.21470  3.24136
H  2.87831  -1.18538  4.78521
H  1.01841  -1.17050  4.62609
C  0.82009  2.42569  -1.37830
C  0.87001  3.41438  -2.36632
C  0.76303  2.97580  -3.69516
C  0.55990  1.63667  -4.03844
H  1.00949  2.57073  -0.32831
H  1.03768  4.44365  -2.06629
H  0.85971  3.74067  -4.48327
H  0.61117  1.29227  -5.08194
N  0.67859  1.13139  -1.75556
C  0.38217  0.67959  -3.02335
C  0.21964  -0.77398  -3.00986
N  0.39370  -1.25974  -1.73462
C  0.28986  -2.54478  -1.32411
C  0.12026  -3.11507  -3.63303
C  0.14805  -3.53669  -2.28588
H  0.43740  -2.70355  -0.26349
H  0.11724  -4.57639  -1.96775
C  0.19929  -1.76195  -4.01067
H  0.32658  -1.45416  -5.05545
H  0.05668  -3.88751  -4.39662
Pt  1.71903  -0.19797  -0.67872
I  3.74286  -0.09842  0.51228
C  -1.57668  0.54513  2.79449
C  -1.75216  0.15516  1.31726
O  -0.70289  0.18440  0.53273
C  -2.42136  -1.31649  1.38803
F  -3.48197  -1.37991  2.25209
F  -2.84243  -1.76877  0.18652
F  -1.48592  -2.19449  1.85866
C  -2.88727  1.17958  0.76775
F  -4.03913  1.15363  1.51016
F  -2.39682  2.44819  0.84992
F  -3.22427  0.94614  -0.51760
H  -1.01961  -0.24125  3.31352
H  -2.53967  0.68908  3.29179
H  -1.00123  1.47010  2.84892

Calculated values
Electronic energy: -49526.0961 eV
Gap between HOMO and LUMO (alpha / beta): 0.2844 / 0.2056 Ha
Spin multiplicity: 5
Total charge: +2

Löwdin atomic charge list, values in e, 2 entries:
1. C -0.2033
2. C -0.1883

---

[4]
ORCA calculation (the ωB97M-V functional and the def2-TZVPD basis) on a structure of composition C16H17IN2O4Ti.

Cartesian coordinates (Å):
Ti  -0.21755  -0.18738  -0.44053
O  -3.69956  -0.03425  1.74602
C  -2.40371  -0.10992  1.36334
O  -2.11489  -0.05062  0.08888
C  -1.34859  -0.23784  2.21608
C  -1.26979  -0.33803  3.64382
C  -0.06464  -0.38137  4.25211
C  1.14898  -0.30836  3.46316
C  1.05022  -0.25295  2.12438
N  -0.16231  -0.25032  1.46518
C  2.16486  -0.14020  1.12949
O  3.33687  -0.11224  1.38992
O  1.65188  -0.05831  -0.10733
H  -4.23102  -0.05149  0.94137
H  -2.19061  -0.37528  4.21072
H  0.00408  -0.46021  5.32805
H  2.12797  -0.29485  3.92110
I  -1.33766  1.11006  -3.50378
C  -0.76014  2.51415  -2.07732
C  -0.82187  3.87229  -2.33227
C  -0.40896  4.73404  -1.32950
C  0.04136  4.21407  -0.12533
C  0.06205  2.84393  0.03812
N  -0.33261  2.00367  -0.92950
H  -1.17821  4.23558  -3.28438
H  -0.43949  5.80351  -1.49021
H  0.37049  4.85540  0.67896
H  0.39530  2.38196  0.95867
C  1.58120  -3.38881  -0.85715
C  0.58380  -2.88648  -1.89750
C  1.29518  -2.06345  -2.97033
C  -0.56313  -2.10327  -1.25145
H  2.33732  -4.02915  -1.31671
H  1.07712  -3.96615  -0.07946
H  2.10015  -2.55570  -0.37952
H  0.15980  -3.76988  -2.39313
H  1.77874  -1.18485  -2.53002
H  0.59599  -1.72329  -3.73863
H  2.07626  -2.64489  -3.46483
H  -1.04165  -2.69995  -0.46593
H  -1.35326  -1.90918  -1.99454

Calculated values
Electronic energy: -59255.6414 eV
Gap between HOMO and LUMO (alpha / beta): 0.2022 / 0.2028 Ha
Spin multiplicity: 1

Löwdin atomic charge list, values in e, 2 entries:
1. Ti 0.9975
2. O 0.0982